[1]
DFT (ωB97M-V/def2-TZVPD) results for 7 unconnected molecules or ions with the total composition C36H41F4N3 in a non-equilibrium geometry.

Values from the calculation:
E_tot: -1960.04723 Eh
SMILES: Fc1ccccc1.Fc1ccccc1.Fc1ccccc1.Fc1ccccc1.CCCC#N.CCCC#N.CCCC#N

```
84
C36H41F4N3 | OMol25 | ωB97M-V/def2-TZVPD
F -1.513 -1.587 3.163
C -2.636 -0.848 3.113
C -3.327 -0.754 4.365
C -4.488 -0.001 4.404
C -4.894 0.692 3.246
C -4.196 0.600 2.055
C -3.073 -0.236 1.960
H -2.897 -1.254 5.228
H -4.988 0.170 5.381
H -5.784 1.272 3.284
H -4.510 1.237 1.199
H -2.552 -0.298 1.016
F -2.315 -0.245 -3.785
C -2.567 -1.331 -2.936
C -2.092 -2.528 -3.356
C -2.345 -3.590 -2.514
C -3.181 -3.464 -1.373
C -3.682 -2.172 -1.026
C -3.322 -1.101 -1.805
H -1.505 -2.675 -4.258
H -2.113 -4.617 -2.707
H -3.465 -4.357 -0.798
H -4.291 -2.024 -0.148
H -3.556 -0.083 -1.561
F 1.833 4.896 -2.221
C 2.579 4.554 -1.178
C 2.641 3.302 -0.647
C 3.353 3.069 0.576
C 3.881 4.129 1.236
C 3.789 5.444 0.717
C 3.186 5.592 -0.465
H 2.262 2.437 -1.209
H 3.373 2.065 1.009
H 4.496 4.051 2.141
H 4.163 6.306 1.244
H 3.051 6.541 -0.955
F 5.444 -0.382 -0.371
C 4.648 -0.392 -1.514
C 4.811 0.727 -2.298
C 4.096 0.734 -3.493
C 3.257 -0.333 -3.860
C 3.088 -1.395 -2.977
C 3.824 -1.472 -1.783
H 5.361 1.536 -1.888
H 4.233 1.582 -4.175
H 2.759 -0.359 -4.801
H 2.485 -2.259 -3.314
H 3.836 -2.382 -1.211
C -2.169 4.112 3.186
C -1.707 3.623 1.802
C -0.257 3.859 1.444
C 0.168 5.286 1.677
N 0.497 6.352 1.831
H -1.627 3.695 4.028
H -3.233 3.871 3.434
H -2.106 5.224 3.270
H -2.344 4.108 1.073
H -1.885 2.573 1.717
H -0.149 3.630 0.388
H 0.506 3.202 1.939
C 0.636 -0.907 0.697
C 0.129 -1.218 -0.701
C 0.313 -0.097 -1.616
C -0.686 0.974 -1.390
N -1.381 1.901 -1.289
H 1.692 -0.552 0.682
H 0.491 -1.664 1.453
H 0.086 -0.057 1.113
H -0.968 -1.432 -0.635
H 0.699 -2.002 -1.141
H 0.210 -0.441 -2.651
H 1.259 0.391 -1.556
C 0.925 -4.818 1.300
C -0.261 -5.110 0.448
C 0.083 -6.048 -0.750
C 0.814 -5.347 -1.800
N 1.272 -4.602 -2.557
H 0.746 -4.222 2.212
H 1.675 -4.298 0.717
H 1.380 -5.729 1.660
H -0.672 -4.201 0.004
H -0.993 -5.557 1.106
H -0.859 -6.320 -1.316
H 0.558 -6.974 -0.491
```

---

[2]
DFT (ωB97M-V/def2-TZVPD) results for a molecular structure, C36H41MgN10P2S.

Values from the calculation:
E_tot: -3224.28456 Eh
net charge: +3

```
91
C36H41MgN10P2S | OMol25 | ωB97M-V/def2-TZVPD
Mg -0.747 -0.022 -1.479
N -3.152 -1.629 -2.967
P -3.121 -1.098 -1.352
C -4.462 0.109 -1.241
C -5.802 -0.258 -1.087
C -6.803 0.697 -1.161
C -6.481 2.027 -1.404
C -5.156 2.402 -1.573
C -4.155 1.445 -1.483
C -3.617 -2.549 -0.408
C -4.312 -2.407 0.794
C -4.622 -3.525 1.552
C -4.229 -4.786 1.125
C -3.518 -4.930 -0.058
C -3.205 -3.815 -0.821
C -2.179 -1.310 -3.893
C -2.329 -1.758 -5.214
C -1.361 -1.465 -6.138
C -0.234 -0.734 -5.744
C -0.156 -0.340 -4.440
N -1.106 -0.601 -3.504
H -3.959 -2.116 -3.334
H -6.070 -1.294 -0.919
H -7.837 0.402 -1.045
H -7.267 2.767 -1.479
H -4.907 3.433 -1.791
H -3.123 1.758 -1.624
H -4.628 -1.427 1.131
H -5.183 -3.416 2.470
H -4.483 -5.659 1.711
H -3.213 -5.912 -0.392
H -2.660 -3.943 -1.748
H -3.205 -2.333 -5.482
H -1.470 -1.799 -7.161
H 0.553 -0.484 -6.439
H 0.700 0.223 -4.089
N 9.245 2.663 -4.194
C 8.257 2.208 -3.831
C 7.015 1.646 -3.377
C 5.814 2.104 -3.913
C 4.617 1.557 -3.486
C 4.637 0.567 -2.514
C 5.824 0.103 -1.970
C 7.020 0.645 -2.410
N 3.395 -0.002 -2.066
C 3.161 -1.321 -1.756
C 1.861 -1.395 -1.372
N 1.290 -0.137 -1.436
C 2.253 0.671 -1.859
H 5.823 2.874 -4.672
H 3.686 1.885 -3.927
H 5.823 -0.663 -1.206
H 7.959 0.300 -2.001
H 3.918 -2.075 -1.876
H 1.311 -2.267 -1.056
H 2.177 1.737 -1.999
S -1.038 0.575 1.021
C -2.176 1.830 1.288
N -2.175 3.046 0.749
C -3.254 3.895 1.266
C -4.030 2.921 2.179
N -3.200 1.714 2.123
H -1.439 3.358 0.142
H -3.870 4.271 0.452
H -2.843 4.738 1.819
H -5.029 2.711 1.798
H -4.111 3.288 3.200
H -3.368 0.865 2.635
C 2.170 0.459 5.818
N 2.743 -0.930 5.482
C 4.252 -0.766 5.214
N 4.476 0.191 4.194
C 3.892 1.479 4.559
N 2.450 1.380 4.778
C 1.714 1.091 3.545
P 2.193 -0.518 2.747
C 2.038 -1.538 4.301
C 4.031 -0.267 2.876
H 2.649 0.760 6.750
H 1.100 0.327 5.972
H 2.623 -1.539 6.293
H 4.632 -1.751 4.944
H 4.688 -0.444 6.160
H 4.084 2.196 3.763
H 4.366 1.838 5.473
H 1.883 1.903 2.835
H 0.642 1.078 3.753
H 2.454 -2.534 4.146
H 0.987 -1.653 4.570
H 4.337 0.472 2.132
H 4.545 -1.197 2.626
```

---

[3]
DFT (ωB97M-V/def2-TZVPD) results for a molecular structure, C36H41N3O3PSn.

Values from the calculation:
E_tot: -2342.21360 Eh
net charge: -1

```
85
C36H41N3O3PSn | OMol25 | ωB97M-V/def2-TZVPD
Sn 0.167 0.541 0.611
O 4.521 -1.619 3.591
C 3.468 -2.029 4.316
C 3.707 -2.504 5.608
C 2.665 -2.950 6.397
C 1.359 -2.933 5.918
C 1.122 -2.460 4.640
C 2.152 -2.002 3.824
C 1.807 -1.499 2.460
O 0.600 -1.507 2.086
N 2.834 -1.091 1.730
N 2.419 -0.614 0.500
C 3.208 -0.808 -0.482
C 2.909 -0.419 -1.852
C 3.896 -0.664 -2.811
C 3.707 -0.395 -4.152
C 2.479 0.125 -4.554
C 1.484 0.371 -3.633
C 1.661 0.123 -2.255
O 0.665 0.399 -1.456
H 4.152 -1.341 2.703
H 4.729 -2.511 5.964
H 2.872 -3.315 7.397
H 0.541 -3.282 6.534
H 0.119 -2.425 4.234
H 4.159 -1.317 -0.303
H 4.837 -1.084 -2.472
H 4.490 -0.591 -4.872
H 2.298 0.340 -5.601
H 0.527 0.775 -3.942
C -3.832 -2.515 1.490
C -2.425 -1.930 1.611
C -2.430 -0.832 2.673
P -1.715 -1.241 0.046
C -1.138 -2.656 -0.999
C -1.878 -3.986 -0.873
C -1.049 -2.221 -2.460
C -3.022 -0.333 -0.778
C -4.101 -0.952 -1.405
C -5.120 -0.246 -2.021
C -6.287 -0.937 -2.670
C -5.024 1.149 -1.978
C -3.976 1.802 -1.376
C -2.905 1.091 -0.760
N -1.841 1.681 -0.190
C -1.775 3.087 -0.166
C -2.160 3.770 0.996
C -2.711 2.997 2.159
C -2.034 5.153 1.058
C -1.533 5.887 -0.008
C -1.362 7.378 0.089
C -1.166 5.198 -1.157
C -1.276 3.816 -1.255
C -0.858 3.113 -2.513
H -4.155 -2.888 2.466
H -3.900 -3.337 0.780
H -4.538 -1.744 1.177
H -1.715 -2.707 1.912
H -3.075 -0.007 2.363
H -1.428 -0.450 2.864
H -2.825 -1.229 3.611
H -0.120 -2.808 -0.620
H -2.885 -3.927 -1.290
H -1.951 -4.329 0.158
H -1.337 -4.749 -1.438
H -2.047 -2.116 -2.890
H -0.506 -2.974 -3.035
H -0.537 -1.267 -2.566
H -4.148 -2.037 -1.409
H -6.043 -1.972 -2.915
H -6.580 -0.440 -3.597
H -7.169 -0.956 -2.022
H -5.805 1.744 -2.444
H -3.944 2.884 -1.380
H -1.994 2.248 2.501
H -3.619 2.459 1.878
H -2.944 3.663 2.991
H -2.337 5.666 1.966
H -2.098 7.819 0.762
H -1.470 7.853 -0.888
H -0.371 7.639 0.471
H -0.781 5.752 -2.008
H -0.774 3.822 -3.338
H -1.572 2.335 -2.788
H 0.101 2.613 -2.378
```